Record 1
A cluster of 12 separate species, C27H72B6F24N6O9 in total in a non-equilibrium geometry. Source: the Open Molecules 2025 dataset; level of theory: ωB97M-V/def2-TZVPD.

Geometry as XYZ:
```
144
Properties=species:S:1:pos:R:3:forces:R:3
C 14.668060 13.406415 22.943395 1.9763 -0.7458 2.4960
O 13.873350 12.241885 22.745995 1.1459 0.6461 -0.9169
C 13.250480 12.566595 21.558675 -3.3560 -2.4185 -0.9884
C 12.643710 11.269275 20.908395 1.2432 -0.5938 -0.1350
N 13.697800 10.148855 20.810125 -1.9154 -0.5804 -0.2423
H 14.528020 10.564805 20.412855 1.2509 0.0129 -0.5131
H 13.911430 9.753395 21.714595 0.4548 0.7331 0.6233
C 13.274610 8.860525 20.077325 -0.3668 1.4078 -0.0250
C 14.440260 7.942305 20.026845 1.8627 0.0083 -0.0665
O 15.583730 8.531015 19.315105 -2.5886 -0.6821 0.6463
C 16.776860 7.846545 19.599705 0.1266 -0.5470 -0.1637
H 15.140960 13.204385 23.904465 -0.0834 0.4827 0.3073
H 14.134670 14.353895 23.020025 -0.1977 -0.1396 -0.3354
H 15.536480 13.408995 22.284665 -0.3582 0.3215 -0.6242
H 13.773640 13.127315 20.784075 0.4841 0.0346 0.3542
H 12.341800 13.055765 21.909535 -0.2380 0.9421 -0.8065
H 12.376130 11.417965 19.862265 -0.1968 0.3456 0.1431
H 11.802180 10.861015 21.468085 0.0750 0.0908 0.0374
H 12.819070 9.079095 19.111505 0.3382 0.3175 -0.0073
H 12.498070 8.438275 20.715135 -0.0290 -0.1547 -0.0719
H 14.124320 6.943565 19.725505 0.0576 -0.0126 -1.0235
H 14.694540 7.701715 21.059105 0.6117 0.3756 0.4832
H 17.600180 8.207185 18.983105 -0.3189 0.4458 0.0343
H 16.643260 6.799855 19.326425 0.1464 -0.3246 0.2431
H 17.028090 7.951075 20.655195 0.1532 -0.0991 0.1249
C 8.111360 9.672095 9.001905 -0.0127 -0.3129 1.0751
O 8.815110 10.758605 9.670435 -1.2171 0.4188 -0.3458
C 8.067410 11.266555 10.810425 1.3849 -1.7144 0.5616
C 9.078610 11.947315 11.724055 0.5471 0.6550 0.3738
N 10.320240 11.112575 11.864685 -0.4585 0.7407 0.0410
H 10.168020 10.307855 12.455745 -0.5303 -0.2510 0.2677
H 10.491180 10.746275 10.939105 0.5145 -0.1674 -0.5983
C 11.517990 11.806855 12.456875 0.2817 -0.7430 1.5553
C 11.288120 12.562965 13.795555 0.3855 1.6429 -0.1883
O 10.484440 11.896725 14.754765 -0.3640 -0.2577 0.1606
C 10.012510 12.675185 15.884735 0.1572 0.4369 -0.4853
H 8.048080 8.833175 9.694955 0.1382 -0.1837 0.2695
H 8.637810 9.277575 8.132825 0.1822 0.7527 0.0183
H 7.065220 9.882955 8.780045 0.1488 0.5861 -0.3221
H 7.781530 10.363435 11.349625 -0.6759 -0.1121 0.1525
H 7.182600 11.881185 10.644775 0.2143 0.0700 -0.5383
H 8.814150 12.108165 12.769175 -0.8426 -0.0092 -0.2097
H 9.369610 12.926695 11.344265 0.2847 -0.1287 -0.1918
H 12.006400 12.387515 11.674315 0.0590 0.1793 0.4108
H 12.138240 10.976255 12.793785 0.4577 -0.0080 -0.6526
H 10.989660 13.597305 13.624755 -1.0277 0.0912 -0.2488
H 12.278440 12.803795 14.182025 0.5081 -0.7250 0.0360
H 9.231260 12.132535 16.416975 -0.0355 -0.2322 -0.5123
H 9.638310 13.644195 15.554465 -0.3592 -0.0162 -0.3315
H 10.727990 12.961175 16.655715 0.8442 -0.4935 -0.3155
C 11.523430 16.938215 14.601305 -0.7072 0.2015 0.7252
O 10.879740 17.490055 15.788625 -0.2706 -0.6785 0.2246
C 10.948180 18.899845 15.931205 -0.6393 -1.1822 -0.7734
C 10.212750 19.351745 17.181645 0.7213 -0.1045 1.2301
N 10.627130 18.642625 18.509515 -1.5197 -0.7950 -1.1905
H 11.633490 18.557865 18.496965 1.2607 -0.2106 0.0169
H 10.370340 19.286685 19.243915 0.0893 -0.0509 0.5229
C 9.984600 17.277875 18.809205 -1.6224 0.9648 1.0504
C 10.433180 16.682785 20.159015 1.1973 -1.0835 -0.8993
O 10.662550 17.636575 21.160195 -0.2223 0.4564 -1.7907
C 11.343880 17.217015 22.302945 0.0080 0.0985 1.0445
H 12.602800 17.011255 14.734385 -0.0992 0.2192 -0.7644
H 11.064800 17.343675 13.699445 0.6704 0.7911 -0.0962
H 11.227040 15.895545 14.486805 0.1178 -0.2333 0.7655
H 10.359620 19.317085 15.114135 0.0703 0.5144 -0.2562
H 11.975710 19.249445 15.830855 0.0490 0.1792 0.4643
H 9.122850 19.338095 17.187405 0.0755 -0.4306 -0.4659
H 10.503290 20.390985 17.335485 0.0533 0.0409 0.0947
H 10.061410 16.571815 17.982355 0.6803 0.3618 0.0262
H 8.913740 17.430075 18.944145 -0.1513 0.6946 -0.4663
H 11.227100 16.032035 19.792525 1.5925 0.4846 0.8983
H 9.810070 15.876285 20.545515 -1.1699 0.2958 -0.1786
H 12.431900 17.231255 22.238895 0.0518 -0.1470 -0.4133
H 10.984880 16.243005 22.635405 0.0639 -0.2515 0.0029
H 11.068500 17.939865 23.070895 0.0862 -0.0643 0.0910
C 14.868980 15.696385 19.659435 1.5478 0.8150 -0.7887
C 14.283800 15.460725 18.278195 -1.0314 -0.3026 1.7077
O 13.168800 14.996665 18.213315 1.2718 0.4571 -1.3192
N 15.027630 15.885105 17.005755 -1.2931 -1.8467 -0.2726
H 14.397710 16.533535 16.555385 -0.7042 0.2004 -0.7061
H 15.836150 16.485675 17.081315 1.1059 0.0680 0.8268
C 15.322390 14.686965 16.011835 0.4495 0.4688 0.2224
H 15.472490 16.603785 19.637035 -0.2922 0.3860 0.0185
H 15.649390 14.988805 19.939405 -0.1885 -0.5650 -0.3213
H 14.142800 15.777065 20.468295 -0.2513 -0.0985 -0.5209
H 15.615000 13.779045 16.539235 -0.1081 0.3123 0.4222
H 16.164700 15.023955 15.407625 -0.2612 0.0383 -0.1165
H 14.477150 14.452475 15.364775 0.0050 0.5085 0.2361
C 19.622110 13.364165 15.606925 -0.8372 -0.2038 0.4727
C 19.798930 12.743185 16.973175 1.7956 -2.6776 -0.2579
O 20.314960 11.649715 17.132705 -1.3215 2.6902 0.6027
N 19.311110 13.552255 18.231775 1.5481 0.5802 -2.0838
H 18.946800 14.380615 17.783225 -0.6913 0.7097 -0.0505
H 18.540840 13.084275 18.687585 -0.5518 -0.4319 0.3928
C 20.428220 14.036045 19.140355 -0.9720 -1.1826 -0.5424
H 19.753510 12.583485 14.857675 0.1396 0.0026 0.2454
H 20.244220 14.231865 15.387415 0.0326 -0.0798 0.3668
H 18.585430 13.692035 15.530115 -0.0854 0.1823 -0.1889
H 19.988200 14.769175 19.816375 0.1979 -0.0992 -0.0094
H 21.195660 14.474075 18.502175 -0.0434 -0.0582 0.2396
H 20.730760 13.109015 19.627355 0.5197 0.4675 0.2681
C 19.767660 18.068885 23.672115 -0.1179 1.2759 -0.4298
C 19.187380 17.783435 22.326345 -0.3169 1.2242 1.2872
O 19.560660 16.945635 21.620455 0.3496 -1.5722 -1.9780
N 18.019130 18.696345 21.862795 1.8075 -0.2710 0.0100
H 17.231210 18.303205 22.357475 -1.2509 -0.6058 -0.3166
H 18.058200 19.598885 22.314455 0.4949 0.5923 -0.1245
C 17.822720 18.767945 20.351555 -0.6974 -0.5691 0.9029
H 20.620470 17.427395 23.894195 -0.7063 -0.4799 0.1527
H 18.963740 18.188095 24.398475 0.2608 -0.3808 0.3161
H 20.244020 19.043815 23.568655 -0.1075 0.4381 0.1030
H 17.005820 19.479155 20.229295 0.1724 -0.0612 -0.3824
H 17.485390 17.768935 20.075345 0.0601 0.2319 -0.1661
H 18.741710 18.989745 19.809015 -0.1011 0.1390 0.3441
B 16.319910 12.375285 13.158305 0.0514 -2.0213 0.1863
F 17.002830 13.445995 13.536605 2.0025 2.6827 0.8489
F 15.607910 12.620305 12.033875 -1.3286 0.0766 -1.4739
F 17.171250 11.273225 12.949645 0.5679 -0.4684 -0.2800
F 15.508910 12.020635 14.239455 -1.5582 -0.3731 0.9826
B 18.512080 16.781085 17.350815 1.9874 2.5695 -1.2937
F 17.716970 16.039695 18.125415 -1.5158 -2.1269 2.5585
F 19.449700 17.580395 18.021605 0.2184 0.1161 1.3322
F 19.265490 15.984105 16.532245 0.7932 -1.7649 -0.8430
F 17.728240 17.603355 16.628445 -1.5660 1.0613 -1.2294
B 14.690840 16.786395 12.812835 0.1221 0.0607 -1.6678
F 15.953230 16.832855 12.231805 0.0932 0.9763 0.2228
F 14.654840 17.036975 14.162185 0.4399 1.3470 2.2264
F 13.728060 17.600955 12.142595 0.3146 0.3597 0.1650
F 14.279410 15.504975 12.722195 -1.3775 -2.8169 -0.4631
B 15.627940 17.131555 23.279945 -0.6171 -0.1019 0.3012
F 15.959520 18.239745 23.982435 0.7404 2.1192 2.1556
F 14.464190 16.573865 23.822395 0.1388 -0.2704 -0.7455
F 15.582500 17.629985 21.989555 -1.3660 -0.1990 -2.0280
F 16.718110 16.299705 23.271955 1.0484 -1.7167 0.3786
B 16.213970 11.774765 18.868605 1.0304 -0.2947 -1.3502
F 14.935120 11.921215 18.426925 -1.8990 -0.0800 0.0188
F 16.231900 10.978765 20.020155 0.0057 0.1881 0.7457
F 17.032660 11.297495 17.869155 0.4300 -1.4244 -0.4825
F 16.761160 13.027385 19.059305 0.3026 2.0012 1.6139
B 14.101960 19.302605 18.241385 1.6792 1.0419 0.4745
F 15.303730 18.986065 17.631095 0.4337 -0.5677 0.2735
F 13.219380 18.260885 18.079725 -1.5559 -2.3226 -0.4455
F 14.213800 19.503035 19.620055 0.3056 0.1168 0.3428
F 13.584170 20.399565 17.626015 -0.9971 1.3736 -0.5048
```
Positions in Å, forces in eV/Å.

Calculated values
Net charge: 0
Energy in eV: -125842.0357
Maximum force in eV/Å: 4.25

Here are the Mulliken charges for atoms 1 to 4, given in e: -0.77 -0.49 0.17 -1.08

Record 2
The molecule C4H6N2O. Source: the Open Molecules 2025 dataset; level of theory: ωB97M-V/def2-TZVPD.

Geometry as XYZ:
```
13
Properties=species:S:1:pos:R:3:forces:R:3
N 0.438478 -1.647506 -0.646871 0.0986 0.0689 -0.0166
C 0.287395 -0.339921 -0.095601 -0.1172 0.0118 -0.0740
C -0.697960 0.588196 -0.768415 0.0312 0.2316 0.1187
C -1.243136 1.337759 0.192457 -0.2056 -0.0426 -0.0958
C -0.957086 0.767942 1.575987 -0.1011 -0.4578 -0.3407
O 1.557113 0.308557 -0.061916 0.3227 0.0677 -0.3627
N -0.241307 -0.304197 1.273069 0.1144 0.3303 0.3287
H 0.861834 -1.532699 -1.567871 -0.2047 -0.1163 0.1377
H 1.128432 -2.163607 -0.103549 -0.1442 0.0397 0.0035
H -0.826926 0.622965 -1.845466 0.1937 0.2038 0.1530
H -1.852273 2.223826 0.045574 -0.0634 -0.2819 0.0414
H 1.395187 1.261514 0.004790 0.1249 -0.2171 0.0820
H 0.187460 -0.888954 1.978431 -0.0495 0.1618 0.0248
```
Positions in Å, forces in eV/Å.

Calculated values
Net charge: 0
Energy in eV: -9270.2626
Maximum force in eV/Å: 0.58

Here are the Mulliken charges for atoms 1 to 4, given in e: -0.72 0.78 -0.60 -0.28

Record 3
A cluster of 2 separate species, C3H14N5 in total in a non-equilibrium geometry. Source: the Open Molecules 2025 dataset; level of theory: ωB97M-V/def2-TZVPD.

Geometry as XYZ:
```
22
Properties=species:S:1:pos:R:3:forces:R:3
C -1.301324 1.655929 -0.902057 -0.2258 -0.3614 0.0291
N -2.374897 1.496390 -1.901488 1.0669 -1.4992 -0.2170
C -1.708643 0.878066 0.366275 -0.0012 0.5045 0.0961
N -0.581030 0.984843 1.359362 -0.0878 0.5756 -0.9477
H -1.299120 2.741311 -0.692300 0.5129 -0.5084 0.1440
H -0.260532 1.279764 -1.163604 -0.9667 0.6608 -0.1559
H -2.163622 2.070432 -2.713073 -0.1280 0.0945 0.1234
H -2.334813 0.517266 -2.263067 -0.2831 1.0246 0.3286
H -1.968202 -0.184257 0.179627 0.3451 0.6565 0.1330
H -2.521084 1.383130 0.876542 -0.5156 -0.2258 -0.3009
H -0.741775 0.454651 2.188167 -0.2748 -0.5074 0.8287
H 0.328619 0.641026 0.979200 0.7508 -0.3631 0.0179
H -0.473291 1.965753 1.624287 0.0925 -0.1114 0.0231
N 2.544874 -2.697704 0.677206 0.1954 0.7020 0.7591
C 2.014892 -1.489931 0.260043 -1.8991 1.8347 0.4049
N 1.483657 -1.553686 -1.007616 -0.2804 -0.0805 0.3160
N 1.855561 -0.357872 0.975270 0.5707 -2.0376 -1.9034
H 2.830207 -2.626683 1.652193 0.0759 -0.3333 -0.3490
H 1.894461 -3.470099 0.547426 0.3910 0.1431 -0.1223
H 1.573029 -2.424820 -1.520678 -0.0861 0.4022 0.1757
H 0.762578 -0.899022 -1.322049 0.8755 -0.3794 0.3222
H 2.440454 -0.364485 1.800335 -0.1283 -0.1910 0.2942
```
Positions in Å, forces in eV/Å.

Calculated values
Net charge: +1
Energy in eV: -10782.7547
Maximum force in eV/Å: 2.85

Here are the Mulliken charges for atoms 1 to 4, given in e: -0.41 -0.59 -0.62 -0.18